174
Properties=species:S:1:pos:R:3:forces:R:3:lowdin_charge:R:1 method="wB97M-V/def2-TZVPD" multiplicity=1 smiles="CCOS(C)(=O)=O.CCOS(C)(=O)=O.CCOS(C)(=O)=O.CCOS(C)(=O)=O.CCOS(C)(=O)=O.CCOS(C)(=O)=O.CCOS(C)(=O)=O.CCOS(C)(=O)=O.CCOS(C)(=O)=O.C1CCOC1.C1CCOC1.C1CCOC1" max_force_ev_per_a=4.67 homo_ev=-9.738 total_energy_ev=-200930.1727
C -13.01131 29.90920 -3.23896 -2.5 -0.1 1.2 -0.172
O -16.64887 22.63144 -0.67783 -1.6 -0.9 1.8 -0.260
O -19.11469 24.90286 -5.84894 -0.2 -2.3 -0.4 -0.292
H -18.07296 25.02803 -0.64487 -0.1 -0.2 0.1 0.055
O -11.52914 32.36685 6.75754 2.2 -0.1 -0.3 -0.310
C -5.18276 36.33852 3.18078 0.4 -1.2 -1.1 -0.082
O -9.33066 31.18082 5.96597 -0.3 2.7 1.2 -0.284
S -6.15271 29.24923 -9.93798 0.7 -0.1 0.2 0.692
H -5.39675 37.26203 2.64278 -0.1 -0.1 0.1 0.058
H -2.38475 28.61827 -1.49841 -0.1 -0.5 -0.2 0.119
C -11.11254 24.89331 6.86211 0.7 2.1 0.3 -0.093
C -6.96542 30.60540 -7.81799 0.6 0.9 1.2 -0.272
H -16.48418 24.29968 -1.99700 -0.6 0.2 0.7 0.108
O -14.15189 35.86464 -7.83183 0.4 0.8 0.9 -0.137
H -22.18822 23.23582 -6.50769 0.0 -0.1 0.2 0.059
O -8.66781 22.14345 -1.64221 2.4 -0.9 -0.6 -0.314
H -10.28846 32.18924 3.71850 -0.1 0.1 -0.3 0.052
H -6.15962 23.89930 -5.47242 0.0 -0.2 0.1 0.088
C -9.89796 31.18844 3.53405 0.0 0.5 0.9 -0.055
C -6.53895 31.80254 -6.95892 0.5 -0.2 -0.6 -0.075
C -11.44462 28.21527 -2.64369 0.8 -0.1 -0.5 -0.211
H -5.94320 22.41641 0.03930 0.3 0.5 0.1 0.062
C -3.42526 28.77026 -1.78539 -0.2 1.8 -0.7 -0.224
H -5.73554 23.75092 -1.18578 0.0 -0.2 0.2 0.070
O -13.27784 24.74134 2.78697 -0.4 0.3 0.5 -0.278
H -15.74902 33.16328 2.38754 0.2 0.3 -0.2 0.113
O -6.58387 20.63743 -1.47441 -1.1 1.7 -1.1 -0.291
H -6.25223 32.65562 -7.57386 -0.5 0.1 -0.2 0.076
O -13.18522 26.33303 -11.12640 -1.3 -0.3 -2.3 -0.287
H -12.86707 27.36720 -8.01523 0.2 0.0 0.2 0.077
H -11.37843 30.90068 -2.25061 -0.3 0.2 0.3 0.121
H -13.94885 28.03348 -10.08842 -0.4 -0.4 -0.2 0.115
H -14.09493 34.24320 -6.78056 0.5 -0.5 0.4 0.113
H -10.48572 25.26400 6.05108 0.0 -0.3 -0.2 0.075
H -4.45875 27.95169 -8.69826 -0.5 -0.1 -0.1 0.060
H -5.29929 29.24708 0.50857 0.1 -0.6 0.4 0.111
H -11.53440 23.05007 6.15111 -0.7 -0.5 -0.5 0.113
H -19.16468 24.61802 0.73998 -0.1 0.1 -0.3 0.066
H -14.62111 23.29396 -3.22340 -0.2 0.1 0.0 0.083
H -7.33439 32.08198 -6.26806 0.2 0.0 0.1 0.079
H -11.80450 21.76047 4.10018 -0.1 0.3 0.1 0.060
H -10.49574 30.71486 2.75528 0.0 -0.2 0.2 0.078
H -4.19313 36.38951 3.63482 -0.1 0.0 0.0 0.061
C -5.40822 28.90639 -0.52107 0.6 2.2 0.0 -0.184
O -15.16980 27.53378 -12.25829 1.2 -2.3 0.3 -0.322
H -13.29649 34.48018 -9.92429 0.0 0.1 0.0 0.120
C -6.43245 23.11851 -0.63582 -0.1 -0.7 0.0 -0.109
H -13.66001 30.53355 -2.62458 -0.1 0.0 0.2 0.107
O -14.04154 33.24091 1.08042 -0.9 2.1 -0.1 -0.286
H -21.52486 23.24396 -4.81533 0.8 -0.4 -0.4 0.067
H -7.17303 23.70215 -0.08900 0.0 -0.1 -0.3 0.072
C -7.44817 36.16512 -1.15579 0.8 -0.7 0.9 -0.042
O -4.29273 28.10181 -0.92100 -0.9 -1.1 0.9 -0.140
H -7.40184 24.32009 -2.71838 -0.3 0.4 -0.2 0.110
C -9.89197 30.45149 4.88213 -0.6 -0.7 -0.6 -0.279
C -14.81374 32.64413 2.17817 0.7 -0.6 -0.6 -0.270
H -11.76698 35.41510 -9.95090 0.1 -0.4 -0.2 0.117
H -14.41325 22.11217 -1.95047 -0.4 -0.2 0.0 0.083
O -6.66640 22.51683 -3.21442 -0.3 -2.8 1.7 -0.258
C -12.21767 34.52108 -8.00253 0.0 -0.4 -0.5 -0.152
H -5.73680 29.89572 -2.31145 -0.1 0.9 -0.4 0.110
C -7.21107 23.73962 -3.62102 -0.8 0.6 0.5 -0.346
C -12.86689 35.25596 2.37832 -1.3 -0.4 -1.3 -0.090
H -11.16701 27.29149 -3.15128 0.2 0.0 0.0 0.116
C -13.30834 36.32590 -8.86968 -1.6 1.9 -0.1 -0.263
C -12.92448 26.60624 -8.79352 -0.5 0.5 0.6 -0.073
H -8.86985 31.30895 3.19263 0.0 0.0 -0.1 0.082
H -9.45736 31.82231 8.62292 0.4 0.1 0.3 0.057
O -10.94393 24.47471 3.54128 -1.1 -0.5 0.3 -0.299
H -21.78521 24.73082 -5.65158 0.1 0.1 -0.3 0.043
S -14.53466 26.21238 -12.10642 0.2 -0.5 -0.9 0.733
C -11.63792 30.43936 -3.20347 0.7 0.1 0.2 -0.234
C -19.47334 26.26281 -6.10746 -0.2 0.2 -0.2 -0.288
H -7.09833 36.48672 -2.13676 -0.1 0.1 0.1 0.072
C -4.46777 28.48407 -9.64935 -0.9 0.5 0.1 -0.098
C -6.25056 24.39262 -4.50471 1.3 1.5 -1.2 -0.085
C -13.11925 27.32680 -10.11051 0.7 0.2 0.6 -0.291
H -12.86802 36.34101 2.48203 0.2 -0.2 0.2 0.068
H -5.60463 31.55110 -6.45699 -0.2 -0.1 0.4 0.073
H -12.65877 37.11487 -8.49061 0.7 -0.1 0.2 0.123
S -18.23866 22.63561 -0.17009 0.7 0.7 0.4 0.661
O -6.22272 29.68247 -11.32856 0.1 -0.4 2.2 -0.297
O -15.40835 35.37340 1.40673 0.7 -0.2 -0.4 -0.297
H -5.62444 31.12568 -0.93125 -0.5 -0.3 -0.1 0.113
O -18.37113 21.88474 1.05943 0.9 0.8 -1.3 -0.283
H -18.69545 26.57827 -6.80279 -0.3 0.7 0.1 0.125
H -5.95169 36.06662 3.90390 0.0 0.0 -0.2 0.065
C -12.12932 23.93543 6.37538 1.0 -0.3 -0.2 -0.272
H -8.26843 36.79661 -0.81449 0.4 0.3 0.2 0.070
H -5.85008 37.10582 0.01254 -0.1 0.4 0.0 0.111
C -13.34546 34.99803 -7.01851 -0.2 -1.4 -1.4 -0.170
H -11.04814 28.14763 -1.63061 0.0 0.2 0.2 0.114
H -10.41850 24.55219 7.63026 -0.3 -0.4 0.1 0.087
O -19.19584 22.41342 -6.49029 -0.5 2.7 -0.6 -0.298
H -3.48222 31.04281 -2.26389 0.3 -0.5 -0.3 0.113
H -8.03962 32.71134 7.88743 -0.2 -0.3 -0.2 0.065
O -9.72673 33.75237 5.68417 -0.6 -1.9 1.0 -0.331
S -14.09424 34.92917 1.01957 2.3 -0.9 -0.5 0.678
H -12.86810 23.72770 7.14943 -0.2 -0.1 -0.4 0.128
H -16.52727 25.09020 -11.22324 0.2 -0.4 -0.2 0.067
H -13.36856 27.81593 -3.47022 -0.2 -0.2 0.4 0.102
C -14.85665 23.08093 -2.18069 0.9 -0.2 0.3 -0.067
H -11.23758 34.94754 -7.78888 -0.1 0.0 0.5 0.103
H -12.89268 35.34523 -6.08977 -0.3 0.9 -0.1 0.109
H -8.02985 30.68411 -8.03911 0.2 -0.1 -0.9 0.117
H -14.15599 32.65959 3.04722 -0.2 0.1 0.2 0.108
H -13.23979 34.71087 3.24546 0.1 0.4 0.1 0.054
H -15.59885 25.87367 -9.97848 0.3 0.0 -0.1 0.049
C -16.33081 23.22466 -1.90267 0.2 0.0 -2.0 -0.327
O -13.44590 35.34133 -0.23999 -1.7 -1.1 2.3 -0.313
H -14.94240 24.32077 -10.63970 -0.3 0.1 -0.1 0.073
C -19.52651 27.02843 -4.81123 0.5 0.5 1.1 -0.073
S -5.05701 34.95957 1.90395 -0.5 0.4 1.0 0.708
O -3.77445 35.08017 1.20893 -2.3 0.0 0.5 -0.303
H -9.26803 29.56260 4.78891 0.1 0.0 0.2 0.120
O -20.04697 24.22496 -8.11243 0.5 -0.9 2.3 -0.308
H -12.83293 21.97283 2.66356 0.0 0.3 0.0 0.066
H -4.29294 27.80340 -10.48255 -0.1 0.1 0.1 0.063
H -7.89975 35.18009 -1.27359 0.2 -0.2 0.0 0.070
H -10.85328 30.10583 5.26227 -0.4 0.1 -0.6 0.111
H -20.37214 26.84888 -4.14731 -0.3 -0.6 -0.4 0.077
C -15.10799 31.20195 1.78963 0.1 0.6 -0.2 -0.070
O -10.82770 29.29670 -3.34897 0.9 -0.5 -0.6 -0.140
C -6.18546 36.09218 -0.20693 0.1 1.6 -2.5 -0.328
O -6.40163 35.43057 0.96918 0.9 -2.2 2.8 -0.266
H -11.93210 34.82038 2.02542 0.0 0.3 0.1 0.067
H -5.24531 24.55008 -4.11383 0.0 -0.3 0.3 0.086
H -12.04584 25.96448 -8.72839 0.0 0.2 -0.3 0.085
H -18.66691 26.83534 -4.16944 0.3 -0.1 -0.2 0.075
H -8.11536 23.66379 -4.22485 -0.4 -0.6 0.6 0.130
H -6.83913 29.72390 -7.18942 0.0 -0.3 -0.4 0.110
H -13.33856 28.21472 -1.70981 -0.5 0.4 -0.2 0.107
H -17.43492 24.60288 0.99632 0.1 -0.3 -0.3 0.074
H -13.80247 26.01581 -8.53157 0.0 -0.2 -0.1 0.063
C -12.93539 28.44826 -2.69521 0.2 0.4 -0.7 -0.143
H -12.07998 33.44815 -8.13660 -0.2 -0.1 0.5 0.102
S -12.34918 24.15762 3.69303 1.3 -1.5 0.8 0.625
H -15.71214 31.16468 0.88314 -0.3 0.1 0.2 0.080
H -11.48513 31.19268 -3.97630 0.5 -0.3 -0.2 0.124
O -6.02656 30.60618 -8.93860 -1.2 -2.0 -1.0 -0.272
H -19.56063 28.10913 -4.94914 0.1 0.0 -0.5 0.082
C -3.76878 30.26367 -1.55754 0.6 -0.6 0.1 -0.179
H -11.60557 25.79319 7.22985 0.0 0.1 0.3 0.082
H -15.63702 30.79591 2.65180 0.0 -0.5 -0.2 0.082
O -19.13930 22.29190 -1.24501 1.0 0.7 0.4 -0.283
S -7.21347 21.92336 -1.74474 -0.9 1.0 0.1 0.698
H -3.65474 28.49404 -2.81453 0.4 -0.3 -0.2 0.113
H -5.33868 35.63993 -0.72319 -0.2 -0.2 -0.4 0.107
C -21.48918 23.69347 -5.80768 0.7 0.5 -1.3 -0.080
C -12.64900 22.30960 3.68379 0.1 1.3 0.1 -0.090
O -12.79685 24.51567 5.22859 -0.4 -0.4 -1.2 -0.271
C -15.51191 25.22587 -10.85077 0.3 1.0 -1.2 -0.093
H -16.93942 22.76944 -2.68400 0.0 -0.1 -0.1 0.120
H -20.46424 26.34741 -6.55361 0.1 -0.2 -0.5 0.109
H -6.39620 28.46103 -0.63793 0.3 -0.5 -0.2 0.112
H -13.54975 22.21094 4.28960 0.1 -0.2 -0.1 0.066
C -12.62961 35.12444 -9.35132 1.0 -0.4 -0.2 -0.189
H -3.23217 30.43640 -0.62464 -0.4 0.7 0.3 0.114
C -5.26065 30.20125 -1.37977 -0.1 -1.2 0.5 -0.173
S -19.82724 23.70899 -6.75385 -1.6 -0.1 1.2 0.702
H -14.20733 30.64143 1.53919 0.1 0.0 0.4 0.075
H -6.63077 25.39117 -4.72024 -0.1 0.1 -0.1 0.086
O -7.15705 28.34922 -9.37334 1.2 1.3 -0.8 -0.316
H -13.90951 36.86637 -9.60083 -0.4 -0.3 -0.1 0.125
C -9.10360 32.72447 8.12385 -1.0 -0.8 -1.2 -0.084
O -5.42155 33.69907 2.54107 0.4 1.8 -1.2 -0.304
H -13.51230 29.92994 -4.20678 0.5 -0.1 -0.2 0.109
C -18.21004 24.42301 0.25138 -0.9 -0.9 0.2 -0.105
O -14.16498 25.41254 -13.32781 -0.9 2.3 4.0 -0.318
H -12.25912 27.96289 -10.31946 0.2 -0.2 -0.2 0.121
H -9.31566 33.62290 8.70345 -0.5 0.0 -0.4 0.067
S -10.10299 32.60448 6.52015 0.9 0.7 -0.3 0.711
H -3.68138 29.23377 -9.56197 -0.3 0.2 -0.4 0.062
H -14.29747 23.78531 -1.56484 0.0 0.1 0.0 0.077